Density functional theory data (ωB97M-V with the def2-TZVPD basis set) for a gas-phase ion, C9H17N2S (charge +1).

Each atom is followed by the atoms it is bonded to, with distances in Å.
Cartesian coordinates (Å):
1 C -0.11 -0.22 -0.13  C2 1.346, C3 1.428, C5 1.527
2 C 0.59 -1.36 -0.01  C1 1.346, N10 1.379, N11 1.490
3 C 0.35 1.13 -0.13  C1 1.428, C4 1.376, H13 1.133
4 C -0.48 2.22 0.00  C3 1.376, C8 1.590, H14 1.034
5 C -1.62 -0.43 0.04  C1 1.527, C6 1.536, H15 1.092, H16 1.145
6 C -1.72 -1.95 0.23  C5 1.536, N11 1.539, H17 1.162, H18 1.094
7 C 1.50 3.85 -0.32  C8 1.558, H19 1.097, H20 1.188, H21 1.129
8 C -0.02 3.74 0.01  C4 1.590, C7 1.558, H22 1.171, H23 1.020
9 C 0.03 -3.67 0.64  N11 1.415, S12 1.801, H24 1.068, H25 1.127
10 N 1.90 -1.65 0.33  C2 1.379, H26 1.050, H27 1.020
11 N -0.33 -2.53 -0.11  C2 1.490, C6 1.539, C9 1.415, H28 1.030
12 S -0.87 -4.93 -0.28  C9 1.801, H29 1.294
13 H 1.46 1.34 -0.05  C3 1.133
14 H -1.50 2.03 0.08  C4 1.034
15 H -1.94 0.19 0.88  C5 1.092
16 H -2.27 -0.14 -0.86  C5 1.145
17 H -2.07 -2.37 1.25  C6 1.162
18 H -2.27 -2.55 -0.50  C6 1.094
19 H 1.90 2.95 -0.81  C7 1.097
20 H 1.75 4.74 -1.07  C7 1.188
21 H 2.01 3.89 0.68  C7 1.129
22 H -0.43 4.19 1.01  C8 1.171
23 H -0.70 4.04 -0.69  C8 1.020
24 H 1.03 -3.96 0.40  C9 1.068
25 H -0.09 -3.51 1.75  C9 1.127
26 H 2.43 -2.36 -0.23  N10 1.050
27 H 2.42 -0.78 0.23  N10 1.020
28 H -0.36 -2.88 -1.08  N11 1.030
29 H -0.75 -6.01 0.43  S12 1.294

Summary:
- F_max (eV Å⁻¹) = 4.2
- highest occupied orbital energy (eV) = -11.7
- gap between HOMO and LUMO (eV) = 8.722
- calculated total energy (hartree) = -860.481720
- structure (SMILES) = CC/C=C/C1=C(N)[N@@H+](CS)CC1
- net charge = +1

Mulliken atomic charge list, values in e, 5 entries: 0.86 0.13 -0.31 -0.71 -0.81